Computed, not measured: C7H13NOS in the gas phase, with ωB97M-V/def2-TZVPD.

Cartesian coordinates (Å):
1 O -3.6121 0.1272 -3.4555
2 C -2.5064 0.2643 -2.6695
3 C -1.4986 -0.8835 -2.9133
4 C -0.1330 -0.6923 -2.1554
5 C -0.2974 -0.8117 -0.6306
6 C -0.5290 0.5455 0.0700
7 C -0.2309 0.4136 1.5507
8 N 1.1746 0.6939 1.8424
9 C 2.0661 0.3484 2.5699
10 S 3.3645 0.0697 3.4761
11 H -4.2790 0.7786 -3.1611
12 H -2.7665 0.2405 -1.5959
13 H -1.9806 1.2826 -2.7842
14 H -1.3555 -1.0669 -4.0133
15 H -1.9167 -1.7737 -2.4824
16 H 0.5920 -1.4780 -2.4967
17 H 0.2602 0.2812 -2.4940
18 H -1.0521 -1.5761 -0.2987
19 H 0.6172 -1.2269 -0.1970
20 H -1.5198 0.8929 -0.0721
21 H 0.1998 1.2550 -0.3607
22 H -0.8193 0.9543 2.2603
23 H -0.3616 -0.6599 1.8953

Atoms 1-2, force components in eV/Å:
O -1.812 0.391 -0.780
C 2.687 0.909 1.521

- SMILES: OCCCCCCN=C=S
- Maximum force: 0.0626 hartree/bohr
- Orbital gap: 9.67 eV
- Relative energy (zero: lowest compared OMol25 entry of this formula, charge and spin): 73.4 kJ/mol
- Calculated total energy: -802.66588 hartree